Run 1
The following is a DFT calculation (wB97M-V/def2-TZVPD) of an isolated ion of composition C3H4NO and charge +1.

Gap between HOMO and LUMO (eV): 10.27
Charge: +1

Geometry (Å):
C  -1.013  0.173  -0.055
C  0.434  1.198  0.032
C  0.063  -1.129  -0.004
N  -0.952  1.418  -0.037
O  -1.373  -1.026  0.030
H  1.040  1.046  0.937
H  0.987  1.237  -0.839
H  0.229  -1.611  -0.928
H  0.585  -1.306  0.864


Run 2
The following is a DFT calculation (wB97M-V/def2-TZVPD) of an isolated ion of composition C3H4NO and charge +1.

Gap between HOMO and LUMO (eV): 9.28
Charge: +1

Geometry (Å):
C  0.024  1.680  1.265
C  0.538  0.723  -0.199
C  -0.512  -0.072  0.771
N  1.023  1.877  0.489
O  -0.949  0.987  1.603
H  1.361  -0.007  -0.506
H  -0.125  0.972  -1.107
H  -1.376  -0.348  0.185
H  -0.307  -1.028  1.385


Run 3
The following is a DFT calculation (wB97M-V/def2-TZVPD) of an isolated ion of composition C3H4NO and charge +1.

SMILES: C#COC=[NH2+]
Gap between HOMO and LUMO (eV): 10.87
Charge: +1

Geometry (Å):
C  0.182  -1.105  -0.152
C  1.464  0.785  -0.150
C  1.926  1.884  -0.147
N  -0.949  -0.549  0.080
O  1.303  -0.561  -0.261
H  0.170  -2.291  -0.396
H  2.187  2.874  0.045
H  -0.951  0.490  0.158
H  -1.733  -1.163  0.303


Relative energies, in hartree, with the most stable structure set to zero: run 1 0.1084; run 2 0.0954; run 3 0.0000.


Run 1
The following is a DFT calculation (wB97M-V/def2-TZVPD) of C4H6FN as an isolated structure.

Gap between HOMO and LUMO (eV): 10.53

Geometry (Å):
C  -1.380  0.652  1.366
C  -1.171  0.731  0.073
C  0.227  -0.265  -0.774
C  1.441  -0.486  0.039
N  -0.113  -0.556  -1.927
F  -1.866  1.443  -0.798
H  -2.180  1.198  1.841
H  -0.762  0.035  1.991
H  1.458  -1.527  0.366
H  1.478  0.164  0.908
H  2.320  -0.314  -0.583
H  0.549  -1.075  -2.501


Run 2
The following is a DFT calculation (wB97M-V/def2-TZVPD) of one molecule with the formula C4H6FN.

SMILES: C=N/C(C)=C/F
Gap between HOMO and LUMO (eV): 8.75

Geometry (Å):
C  -0.366  0.359  -0.035
C  2.077  0.699  0.001
C  -1.707  0.829  0.032
C  -0.405  -1.171  -0.103
N  0.848  1.068  -0.220
F  -2.737  -0.056  -0.055
H  2.755  1.357  -0.455
H  2.388  -0.147  0.805
H  -1.857  1.878  0.349
H  -1.048  -1.682  -0.891
H  -0.644  -1.628  0.801
H  0.695  -1.506  -0.228


Relative energies, in hartree, with the most stable structure set to zero: run 1 0.0000; run 2 0.0224.


Run 1
The following is a DFT calculation (wB97M-V/def2-TZVPD) of C4H9N4O as an isolated structure.

Gap between HOMO and LUMO (eV): 9.99
Charge: +1

Geometry (Å):
C  0.370  -0.028  -0.299
C  -1.718  0.081  1.313
C  2.081  -0.717  -1.133
C  2.905  -1.268  -0.124
N  2.043  -0.408  -2.290
N  -2.224  -0.109  2.566
N  -2.465  0.853  0.566
N  -0.527  -0.470  0.953
O  -0.182  0.787  -0.994
H  3.280  -0.416  0.392
H  3.907  -1.604  -0.471
H  2.445  -2.052  0.463
H  1.327  0.249  -2.666
H  -3.166  0.045  2.896
H  -1.818  -0.871  3.073
H  -3.330  1.285  1.008
H  -2.076  1.205  -0.331
H  -0.001  -1.094  1.551


Run 2
The following is a DFT calculation (wB97M-V/def2-TZVPD) of an isolated ion of composition C4H9N4O and charge +1.

Gap between HOMO and LUMO (eV): 7.67
Charge: +1

Geometry (Å):
C  0.432  1.573  -0.710
C  1.576  -0.154  0.466
C  -1.397  0.393  0.175
C  -0.135  -1.298  -0.905
N  1.468  1.041  -0.053
N  -0.717  0.145  1.442
N  -1.339  -0.770  -0.655
N  0.956  -1.280  -0.126
O  -0.898  1.453  -0.514
H  0.571  2.347  -1.332
H  2.468  -0.377  1.064
H  -2.511  0.797  0.330
H  -0.089  -2.156  -1.624
H  2.221  1.669  0.092
H  -1.264  0.548  2.094
H  -0.727  -0.915  1.679
H  -2.157  -0.924  -1.370
H  1.541  -2.093  -0.053


Relative energies, in hartree, with the most stable structure set to zero: run 1 0.0000; run 2 0.0805.


Run 1
The following is a DFT calculation (wB97M-V/def2-TZVPD) of a 6-piece molecular cluster, C12H36O6S6 overall.

Gap between HOMO and LUMO (eV): 8.55

Geometry (Å):
C  -1.055  -5.731  -4.169
S  -2.357  -5.378  -2.997
O  -2.597  -3.939  -3.069
C  -3.658  -6.192  -3.902
H  -0.098  -5.544  -3.684
H  -1.134  -5.093  -5.046
H  -1.105  -6.781  -4.462
H  -3.748  -5.874  -4.945
H  -4.593  -5.902  -3.426
H  -3.462  -7.262  -3.876
C  -4.501  -0.928  -1.232
S  -6.121  -0.309  -0.817
O  -7.030  -1.471  -0.699
C  -5.746  0.199  0.860
H  -4.224  -1.947  -0.950
H  -3.746  -0.290  -0.748
H  -4.355  -0.861  -2.310
H  -4.899  0.885  0.888
H  -5.658  -0.639  1.542
H  -6.620  0.797  1.142
C  5.583  4.325  -0.805
S  5.236  2.638  -1.300
O  3.945  2.814  -1.990
C  6.551  2.485  -2.482
H  4.827  4.997  -1.204
H  6.593  4.634  -1.065
H  5.477  4.439  0.282
H  6.401  3.044  -3.407
H  6.844  1.453  -2.653
H  7.452  2.949  -2.044
C  -1.714  0.317  3.508
S  -0.960  1.928  3.410
O  0.228  1.889  4.235
C  -2.210  2.743  4.439
H  -1.149  -0.387  2.899
H  -2.723  0.342  3.056
H  -1.877  -0.021  4.531
H  -3.188  2.722  3.968
H  -1.833  3.716  4.715
H  -2.261  2.112  5.329
C  0.515  0.119  -1.423
S  -0.356  -0.499  -0.011
O  0.638  -0.779  1.030
C  -0.851  -2.071  -0.685
H  1.221  -0.645  -1.760
H  1.098  0.991  -1.148
H  -0.169  0.390  -2.227
H  -0.101  -2.488  -1.362
H  -1.668  -1.846  -1.386
H  -1.137  -2.742  0.106
C  3.367  3.545  2.879
S  4.035  2.106  3.709
O  2.979  1.628  4.612
C  4.042  1.099  2.203
H  2.380  3.333  2.472
H  4.060  3.716  2.041
H  3.318  4.394  3.545
H  4.840  1.533  1.603
H  3.074  1.250  1.737
H  4.198  0.088  2.542


Run 2
The following is a DFT calculation (wB97M-V/def2-TZVPD) of a 6-piece molecular cluster, C12H36O6S6 overall.

Gap between HOMO and LUMO (eV): 9.24

Geometry (Å):
C  -8.280  -31.665  -22.514
S  -8.071  -29.878  -22.092
O  -7.146  -29.987  -20.918
C  -6.948  -29.518  -23.578
H  -7.331  -32.120  -22.799
H  -8.933  -32.019  -23.312
H  -8.531  -32.154  -21.573
H  -6.661  -28.466  -23.564
H  -7.398  -29.753  -24.543
H  -6.040  -30.117  -23.515
C  -10.894  -29.437  -33.876
S  -9.541  -28.730  -32.805
O  -10.136  -28.427  -31.422
C  -8.740  -30.378  -32.518
H  -11.498  -30.157  -33.324
H  -10.491  -29.854  -34.799
H  -11.592  -28.676  -34.224
H  -8.048  -30.753  -33.271
H  -9.531  -31.081  -32.254
H  -8.131  -30.187  -31.635
C  -13.145  -31.853  -26.936
S  -14.221  -31.722  -25.373
O  -13.716  -32.729  -24.340
C  -13.676  -30.017  -24.756
H  -13.338  -31.175  -27.767
H  -13.155  -32.851  -27.375
H  -12.103  -31.867  -26.618
H  -14.423  -29.262  -24.999
H  -12.717  -29.672  -25.141
H  -13.619  -30.152  -23.676
C  -22.032  -28.043  -19.504
S  -21.769  -29.611  -20.432
O  -22.915  -29.696  -21.447
C  -20.313  -29.096  -21.499
H  -21.305  -27.828  -18.721
H  -22.952  -28.190  -18.940
H  -22.142  -27.217  -20.207
H  -20.200  -29.702  -22.398
H  -19.327  -28.941  -21.060
H  -20.454  -28.118  -21.959
C  -19.141  -36.216  -23.884
S  -18.678  -37.846  -24.758
O  -19.046  -37.575  -26.215
C  -16.830  -37.555  -24.660
H  -20.230  -36.168  -23.925
H  -18.833  -35.342  -24.457
H  -18.834  -36.215  -22.838
H  -16.723  -37.053  -23.698
H  -16.583  -36.854  -25.457
H  -16.124  -38.380  -24.752
C  -18.104  -22.275  -25.731
S  -18.304  -22.366  -23.885
O  -17.091  -23.165  -23.447
C  -17.795  -20.592  -23.599
H  -18.219  -23.336  -25.954
H  -17.070  -22.039  -25.985
H  -18.804  -21.597  -26.219
H  -16.716  -20.458  -23.674
H  -18.147  -20.314  -22.606
H  -18.343  -19.938  -24.277


Relative energies, in hartree, with the most stable structure set to zero: run 1 0.0000; run 2 0.0520.


Run 1
The following is a DFT calculation (wB97M-V/def2-TZVPD) of a 2-piece molecular cluster, CH4NOS overall.

Gap between HOMO and LUMO (eV): 7.30
Charge: -1

Geometry (Å):
S  -1.249  2.297  -0.271
H  -1.581  2.244  1.017
C  0.817  -1.102  -0.516
N  0.285  -0.373  0.491
O  1.004  -2.304  -0.526
H  1.039  -0.505  -1.419
H  -0.443  -0.884  0.965
H  0.128  0.626  0.257


Run 2
The following is a DFT calculation (wB97M-V/def2-TZVPD) of a 2-piece molecular cluster, CH4NOS overall.

Gap between HOMO and LUMO (eV): 6.97
Charge: -1

Geometry (Å):
S  1.853  -0.034  -1.999
H  2.608  -1.005  -2.464
C  -1.283  -0.163  0.584
N  -0.064  0.263  1.049
O  -2.309  0.009  1.210
H  -1.442  -0.610  -0.426
H  0.007  1.007  1.712
H  0.630  0.533  0.334


Relative energies, in hartree, with the most stable structure set to zero: run 1 0.0000; run 2 0.0122.


Run 1
The following is a DFT calculation (wB97M-V/def2-TZVPD) of a 2-piece molecular cluster, H4N2OS overall.

Gap between HOMO and LUMO (eV): 9.49

Geometry (Å):
N  -0.452  -1.018  -0.444
N  1.583  -1.577  1.081
O  -1.099  1.903  -0.552
S  0.929  -0.598  0.090
H  -1.039  -0.335  -0.777
H  -0.543  1.772  0.314
H  1.082  -2.298  1.539
H  -0.460  2.151  -1.251


Run 2
The following is a DFT calculation (wB97M-V/def2-TZVPD) of a 2-piece molecular cluster, H4N2OS overall.

Gap between HOMO and LUMO (spin up / spin down) (eV): 8.34 / 8.36

Geometry (Å):
N  -0.604  1.532  -0.389
N  -1.084  -0.807  0.245
O  1.808  -0.835  -0.129
S  -0.077  0.468  0.545
H  -0.460  2.530  -0.070
H  -0.575  -1.569  0.552
H  -1.592  -0.925  -0.667
H  2.585  -0.393  -0.088


Relative energies, in hartree, with the most stable structure set to zero: run 1 0.0000; run 2 0.0517.


Run 1
The following is a DFT calculation (wB97M-V/def2-TZVPD) of a 5-piece molecular cluster, C2H13NO4 overall.

SMILES: C=NC.O.O.O.O
Gap between HOMO and LUMO (eV): 9.35

Geometry (Å):
C  1.719  0.929  -0.177
C  -0.030  1.673  -1.673
N  0.530  1.668  -0.563
H  1.882  -0.024  -0.751
H  1.544  0.688  0.881
H  2.548  1.560  -0.379
H  -0.355  2.598  -2.069
H  -0.555  0.803  -2.111
H  -1.548  -2.276  0.564
H  -0.428  -3.227  1.070
O  -0.991  -3.120  0.269
H  -1.631  0.393  0.815
H  -1.656  -0.384  2.227
O  -1.719  -0.478  1.269
H  0.691  -2.518  -0.536
H  1.823  -3.509  -0.938
O  1.652  -2.629  -0.545
H  -0.709  2.529  0.292
H  -1.204  2.823  1.585
O  -1.566  2.499  0.770


Run 2
The following is a DFT calculation (wB97M-V/def2-TZVPD) of a 4-piece molecular cluster, C2H13NO4 overall.

SMILES: NCCO.O.O.O
Gap between HOMO and LUMO (eV): 9.96

Geometry (Å):
C  -0.820  -1.925  1.084
O  -1.049  -0.724  1.836
C  0.372  -1.827  0.162
N  0.275  -0.676  -0.746
H  -1.712  -2.237  0.536
H  -0.643  -2.685  1.853
H  -1.524  -0.122  1.245
H  0.320  -2.699  -0.485
H  1.345  -1.882  0.634
H  0.547  -0.878  -1.693
H  0.719  0.155  -0.400
H  0.821  0.997  1.799
H  2.141  0.602  2.516
O  1.730  0.715  1.657
H  -1.430  0.262  -0.658
H  -1.818  1.780  -0.639
O  -2.079  0.912  -0.325
H  1.282  3.707  -2.145
H  0.743  3.449  -3.558
O  0.780  3.077  -2.672


Relative energies, in hartree, with the most stable structure set to zero: run 1 0.0736; run 2 0.0000.